1.
15
Properties=species:S:1:pos:R:3:forces:R:3 method="wB97M-V/def2-TZVPD" smiles="N[C@@]12C[C@H]1NNC2=O" homo_lumo_gap_ha=0.3469 e_homo_ev=-8.82 max_force_ev_per_a=7.298
N 0.421095 -0.805729 1.243691 2.61 -2.13 2.30
C -0.183051 -0.612581 -0.064602 4.70 -4.29 -2.89
C -1.563923 -0.987311 -0.466838 -5.00 -1.10 1.78
C -0.972951 0.495065 -0.434743 -2.63 -0.67 1.03
N -0.244355 1.389010 0.361128 0.12 -2.33 2.15
N 1.027050 1.300122 -0.335183 4.11 -1.60 2.22
C 1.250106 -0.179308 -0.590928 0.65 -1.80 0.67
O 2.295684 -0.865423 -0.652871 -2.68 3.18 -0.88
H 1.394907 -1.423852 1.136629 -3.89 1.42 0.00
H 0.865461 0.010117 1.723512 -1.60 -0.54 -0.73
H -2.208350 -1.341348 -1.418098 2.81 1.30 1.35
H -2.431815 -1.439674 0.302954 3.16 1.37 -1.03
H -0.864352 0.757936 -1.428930 0.26 0.27 -2.23
H -0.455709 2.226349 0.100731 -2.19 6.85 -1.22
H 1.670210 1.476629 0.523544 -0.44 0.04 -2.53

***

2.
15
Properties=species:S:1:pos:R:3:forces:R:3 method="wB97M-V/def2-TZVPD" homo_lumo_gap_ha=0.3598 e_homo_ev=-9.32 max_force_ev_per_a=5.651
C 0.741645 -0.169117 0.222751 0.31 -1.25 -1.84
C -0.516821 -0.736048 0.968880 -0.08 -0.56 0.44
C -1.734301 -0.952779 0.075889 -3.67 3.44 -2.57
C -2.751525 -0.591484 -0.624456 3.09 -1.23 -0.67
H -0.872408 1.857188 -0.827606 2.60 0.33 3.57
H 0.207141 3.046894 0.655288 -1.86 -4.53 -2.46
H -0.596773 0.233417 1.599044 -0.98 -1.95 -0.27
H -0.362650 -1.797140 1.547274 0.31 3.05 -1.25
H -3.399906 -0.367862 -1.685065 2.03 -0.97 3.97
H 1.359118 -1.886116 -0.752984 0.65 0.54 0.11
H 2.535910 0.210403 -0.791683 1.33 0.89 -0.28
N -0.229893 1.768602 0.170626 0.22 4.93 -1.26
N 1.001196 1.073649 -0.176629 -2.66 -2.43 1.86
N 1.681910 -1.169155 -0.090955 0.04 0.87 1.94
O 2.937361 -0.520447 -0.290373 -1.33 -1.12 -1.30

***

3.
15
Properties=species:S:1:pos:R:3:forces:R:3 method="wB97M-V/def2-TZVPD" homo_lumo_gap_ha=0.3714 e_homo_ev=-9.45 max_force_ev_per_a=6.646
H -2.246707 -0.775166 1.171031 -1.15 -0.69 0.47
N -1.523495 -0.097072 1.135072 0.97 0.00 2.87
C -1.101386 -0.041097 -0.014116 1.15 3.71 -1.02
O -1.737393 -0.432936 -1.080724 -3.79 -1.96 -2.09
C -0.026581 0.832364 -0.679210 -0.18 -1.49 -2.32
N 1.326677 0.902489 -0.266621 -0.26 -1.35 -2.44
C 1.729984 1.345233 0.782810 2.73 3.58 4.89
H -2.700774 -0.559448 -0.883490 1.18 -0.20 -0.20
H -0.069607 0.173541 -1.620516 1.12 1.56 0.76
H -0.358926 1.834890 -1.070019 -0.16 -0.93 0.90
H 2.865570 1.541521 0.961966 -1.62 -0.95 -0.53
H 1.186676 1.864540 1.657697 -0.11 -1.06 -1.28
C 0.935528 -2.153692 -0.060227 -3.20 -3.55 -1.49
N 0.169609 -2.935957 -0.480017 2.24 2.22 0.95
H 1.550825 -1.499209 0.446364 1.08 1.11 0.53

***

4.
15
Properties=species:S:1:pos:R:3:forces:R:3 method="wB97M-V/def2-TZVPD" homo_lumo_gap_ha=0.3615 e_homo_ev=-9.01 max_force_ev_per_a=9.046
H -1.094967 2.300102 0.077462 1.63 1.73 -0.35
N -0.139563 1.977215 -0.234157 -0.58 5.22 0.58
C -0.469880 0.831789 -0.143967 -2.06 -8.16 -1.70
C -1.884988 0.247588 0.267799 1.50 8.83 1.29
N -1.849798 -0.930399 0.447439 1.24 -6.00 -0.72
O -0.621450 -1.416346 -0.191295 -0.65 -1.59 1.31
N 0.209832 -0.366541 -0.625623 -3.41 1.64 1.43
C 1.616070 -0.417599 -0.540649 2.50 -0.32 0.70
C 2.363166 -0.056492 0.791384 -1.04 -0.30 1.65
H -2.575565 1.076431 0.801779 0.97 -2.53 -1.43
H 1.676183 0.436974 -1.119751 1.29 2.28 -1.25
H 2.145519 -1.096818 -1.208539 -0.68 -0.86 0.37
H 1.903141 0.924696 1.010435 0.54 -0.37 0.51
H 2.159662 -0.742100 1.659149 -0.49 0.43 -0.91
H 3.468125 0.037836 0.948804 -0.77 -0.01 -1.49

***

5.
15
Properties=species:S:1:pos:R:3:forces:R:3 method="wB97M-V/def2-TZVPD" spin_multiplicity=3 s2=2.005 homo_lumo_gap_ha="0.2646 / 0.3483" e_homo_ev="-6.23 / -10.09" max_force_ev_per_a=3.839
C 0.030321 -0.388403 -1.210583 0.49 1.30 -0.53
C -0.456534 0.861315 -0.679157 -2.41 2.15 0.07
C -1.357694 0.411070 0.625130 1.90 -1.30 -2.65
C -1.531606 -1.079465 0.304854 0.55 -1.43 1.13
N 3.379819 -0.032107 -0.560895 1.95 -0.22 -2.51
N 2.302582 1.046695 1.137429 -1.08 0.44 0.94
N 2.718810 0.418062 0.316365 -0.35 1.00 1.81
O -0.465067 -1.426597 -0.651125 -1.42 -3.28 1.41
H 0.410311 1.498896 -0.410640 -1.10 0.34 -0.19
H -1.271518 1.345983 -1.380956 1.90 -0.24 0.97
H -0.786783 0.582899 1.459522 1.76 0.00 2.10
H -2.221025 0.975749 0.829615 -1.41 0.51 -0.58
H -1.524901 -1.920193 1.091841 0.71 1.77 -0.54
H -2.473768 -1.303824 -0.117728 -1.04 0.20 -1.23
H 3.247060 -0.990077 -0.753670 -0.44 -1.25 -0.19

***

6.
16
Properties=species:S:1:pos:R:3:forces:R:3 method="wB97M-V/def2-TZVPD" homo_lumo_gap_ha="0.2723 / 0.3071" e_homo_ev="-8.22 / -8.85" max_force_ev_per_a=4.346
C 1.680988 0.110468 1.618972 0.42 0.49 -0.07
C 0.572337 -1.161010 -0.964429 0.76 0.06 1.46
C 0.703655 0.948905 1.024193 0.56 0.72 0.05
C 2.757786 -0.081077 2.345628 -1.49 -1.60 -0.96
N -0.471024 -0.523222 -0.582752 -4.05 1.54 0.28
N -0.499428 0.375749 0.576563 -0.08 -0.18 -0.24
N -2.747589 -0.238079 -2.186431 1.03 0.31 0.89
O 1.524239 -1.074035 -0.194922 2.51 -0.95 -0.56
O 0.930795 2.153479 0.891242 -0.47 -0.46 0.13
H 3.450934 -0.812488 1.959804 0.48 -0.02 -0.25
H 2.771826 0.000321 3.411253 0.06 0.82 0.56
H -1.466574 -0.557946 -0.938659 1.47 -0.61 0.19
H -1.071179 1.163621 0.274229 0.12 -0.09 0.07
H -1.793060 -0.016349 -2.429846 -0.13 -0.28 -0.93
H -3.178764 0.659042 -2.038588 -0.89 -0.29 -0.44
H -3.164941 -0.947380 -2.766258 -0.27 0.53 -0.17

***

7.
16
Properties=species:S:1:pos:R:3:forces:R:3 method="wB97M-V/def2-TZVPD" homo_lumo_gap_ha=0.3459 e_homo_ev=-9.10 max_force_ev_per_a=8.837
O 0.164821 -1.072983 -0.736291 0.31 7.99 0.96
C 0.324843 0.238325 -0.401829 0.24 -8.83 0.28
N -0.717129 1.200873 -0.204655 8.08 2.19 -2.01
C -2.015996 1.002698 0.061750 0.52 5.60 -0.80
N -2.732046 0.050767 0.254362 -2.57 -5.45 0.98
O -2.120768 -1.302262 0.289069 -0.66 2.43 0.04
N 1.701505 0.525711 0.045518 -2.05 2.16 -2.08
C 2.391315 -0.123781 1.060450 1.36 -4.41 -0.60
C 2.917387 -0.226370 -0.424155 0.53 6.83 3.29
H -0.162199 2.267704 -0.468570 -2.99 -4.04 1.53
H -2.492397 2.044165 0.105502 0.10 -1.70 -0.02
H -2.861953 -1.810792 -0.042751 -0.29 -0.20 0.07
H 3.007169 0.428875 1.666434 0.99 1.83 1.48
H 2.217261 -1.163906 1.616463 -0.65 2.14 -1.77
H 3.756422 0.502897 -0.855828 -1.94 -1.85 1.22
H 2.711667 -1.053669 -0.887358 -0.98 -4.68 -2.57

***

8.
16
Properties=species:S:1:pos:R:3:forces:R:3 method="wB97M-V/def2-TZVPD" homo_lumo_gap_ha=0.3296 e_homo_ev=-8.45 max_force_ev_per_a=3.102
H -2.233797 1.009590 0.716209 -0.89 -0.68 0.12
N -2.885554 0.186290 0.761267 1.40 -0.11 -0.79
C -2.259350 -0.818166 0.274692 -0.60 0.66 1.10
N -0.928144 -0.913293 -0.152850 -1.53 -0.60 -0.41
C -0.073973 0.129104 -0.266226 1.36 1.25 -0.47
C -0.408705 1.393563 -0.550823 -2.31 0.83 -1.46
N 1.268253 -0.215336 -0.042547 1.89 0.75 0.34
O 1.551385 -1.552481 -0.305256 1.11 -0.38 0.39
C 2.398757 0.566535 0.282108 -1.82 -2.29 1.04
O 3.378876 -0.036797 0.675927 0.48 0.60 -0.88
H -2.744310 -1.798795 0.290245 0.08 0.20 -0.19
H -0.637917 -1.856835 -0.311769 0.57 -0.07 -0.16
H -1.345866 1.593241 -1.174182 1.03 -0.51 1.60
H 0.136880 2.306750 -0.375703 0.69 -0.39 -0.15
H 2.546985 -1.626396 -0.160070 -1.42 0.38 0.12
H 2.236477 1.633032 0.338974 -0.05 0.37 -0.19

***

9.
17
Properties=species:S:1:pos:R:3:forces:R:3 method="wB97M-V/def2-TZVPD" homo_lumo_gap_ha="0.2851 / 0.2852" e_homo_ev="-7.67 / -7.67" max_force_ev_per_a=5.927
C 1.394107 -0.441954 -1.087714 -2.01 0.12 0.76
C -1.123348 0.579709 -0.541879 -1.43 -2.96 -1.34
C -0.082039 2.590241 0.322516 2.84 1.57 -4.96
C -0.885051 -2.949153 0.499996 2.52 2.12 -1.01
N 1.145824 0.965877 -0.940677 1.56 1.37 0.24
N 0.218330 -1.114412 -1.136320 -0.97 5.16 0.86
N -0.097474 1.346109 -0.438949 0.17 0.32 1.40
O 2.520594 -0.805594 -1.148781 2.07 -0.79 -0.33
O -2.316399 0.450058 -0.488733 2.98 0.47 0.26
S -0.204657 -2.635772 -1.167464 -0.36 -2.21 -0.56
H -0.960940 2.790331 0.778934 -3.04 0.74 0.82
H 0.670796 2.678663 1.047385 1.27 -0.75 1.06
H 0.282141 3.351007 -0.538825 -1.38 -0.95 2.20
H -0.036889 -2.824649 1.171956 -0.30 -0.15 0.37
H -1.144276 -3.946872 0.383187 -1.20 -1.73 0.41
H -1.604742 -2.164866 0.612839 -0.89 -0.19 0.52
H 1.931382 1.631560 -0.600616 -1.83 -2.15 -0.70